Entry 1:
{
  "formula": "C4H13NO2",
  "method": "wB97M-V/def2-TZVPD",
  "total_charge": 0,
  "spin_multiplicity": 1,
  "smiles": "C1CCNC1.O.O",
  "elements": ["C", "N", "C", "C", "C", "H", "H", "H", "H", "H", "H", "H", "H", "H", "H", "H", "O", "H", "H", "O"],
  "xyz": [[-0.727, 2.475, -2.078], [-0.050, 1.854, -0.919], [-0.551, 0.448, -0.932], [-1.668, 0.349, -1.957], [-2.089, 1.829, -2.104], [-0.726, 3.570, -2.028], [-0.215, 2.325, -3.044], [0.950, 1.887, -1.083], [0.268, -0.270, -0.912], [-1.122, 0.291, -0.008], [-2.306, -0.515, -1.780], [-1.230, 0.089, -2.937], [-2.650, 2.021, -3.012], [-2.610, 2.028, -1.159], [0.648, -3.533, 2.066], [1.530, -4.797, 1.727], [0.819, -4.432, 2.284], [4.426, -1.515, 5.521], [3.498, -2.514, 6.114], [3.806, -1.591, 6.241]],
  "atomic_forces_ev_per_a": [[0.5, 1.1, -0.3], [-0.2, -0.2, -1.1], [-0.6, 0.3, 1.7], [1.8, -0.4, -2.3], [-0.2, -1.3, 0.9], [-0.3, -0.1, 0.6], [0.0, -0.5, 0.1], [-0.1, -0.1, 0.2], [-0.1, -0.2, -0.5], [0.6, 0.0, 0.5], [-0.7, 0.6, 0.4], [0.0, 0.0, 0.1], [-0.3, 0.1, 0.2], [-0.3, 0.7, -0.4], [0.1, 1.0, -0.5], [-0.6, 0.7, 0.3], [0.5, -1.6, 0.3], [0.4, 0.4, -0.3], [0.0, 0.8, 0.4], [-0.5, -1.2, 0.0]]
}

Entry 2:
{
  "formula": "C4H13NO2",
  "method": "wB97M-V/def2-TZVPD",
  "total_charge": 0,
  "spin_multiplicity": 1,
  "smiles": "C[C@@H](O)CCN.O",
  "elements": ["C", "C", "C", "O", "C", "N", "H", "H", "H", "H", "H", "H", "H", "H", "H", "H", "H", "H", "H", "O"],
  "xyz": [[0.212, 0.275, -0.377], [0.051, -0.019, 1.101], [-0.369, -1.461, 1.381], [1.329, 0.252, 1.701], [0.415, 1.749, -0.652], [-0.779, 2.485, -0.273], [-0.662, -0.081, -0.935], [1.036, -0.295, -0.818], [-0.673, 0.714, 1.471], [0.385, -1.888, 2.031], [-1.345, -1.561, 1.858], [-0.366, -2.073, 0.487], [1.168, 0.485, 2.620], [0.686, 1.922, -1.699], [1.247, 2.098, -0.056], [-1.609, 2.084, -0.679], [-0.740, 3.484, -0.354], [0.516, -2.909, -2.850], [-0.159, -2.516, -1.522], [-0.343, -2.745, -2.437]],
  "atomic_forces_ev_per_a": [[-0.1, -0.2, -0.5], [0.2, 0.1, -0.3], [0.0, 0.1, 0.2], [-0.2, 0.1, 0.1], [-0.1, 0.4, -0.3], [-0.1, -0.5, 0.7], [-0.2, 0.1, 0.2], [0.2, 0.0, 0.3], [0.0, -0.2, 0.2], [0.0, -0.2, 0.3], [0.0, 0.1, -0.1], [-0.1, -0.1, -0.3], [0.1, 0.0, 0.0], [0.1, -0.2, -0.1], [0.2, 0.1, 0.2], [-0.1, 0.3, -0.2], [0.0, 0.1, -0.3], [-0.2, 0.1, 0.2], [0.1, 0.0, 0.0], [0.1, -0.1, -0.3]]
}

Entry 3:
{
  "formula": "C4H13NO2",
  "method": "wB97M-V/def2-TZVPD",
  "total_charge": 1,
  "spin_multiplicity": 2,
  "elements": ["C", "N", "C", "C", "C", "H", "H", "H", "H", "H", "H", "H", "H", "H", "H", "H", "O", "H", "H", "O"],
  "xyz": [[0.309, 1.599, -1.243], [0.815, 1.641, 0.103], [0.028, 0.877, 1.054], [-1.049, 0.165, 0.220], [-1.028, 0.876, -1.172], [1.040, 1.161, -1.908], [0.067, 2.607, -1.604], [1.800, 1.384, 0.118], [-0.481, 1.574, 1.736], [0.611, 0.189, 1.673], [-0.906, -0.909, 0.093], [-2.030, 0.317, 0.617], [-1.919, 1.474, -1.195], [-1.136, 0.214, -2.025], [-0.879, -3.189, -2.411], [-1.296, -3.668, -1.037], [-0.519, -3.425, -1.552], [2.759, -0.446, 2.954], [1.931, -1.598, 2.488], [1.883, -0.842, 3.090]],
  "atomic_forces_ev_per_a": [[-1.7, 1.2, -0.1], [0.6, -2.5, -0.4], [-1.1, 0.0, 0.0], [0.0, 0.0, -1.3], [-0.1, -1.1, 0.6], [0.4, -0.1, -0.1], [0.6, 0.2, 0.0], [0.4, 1.0, 0.5], [0.2, 0.1, 0.1], [0.5, 0.5, 0.0], [0.4, 0.1, 0.3], [-0.5, -0.1, 0.6], [0.0, 1.0, -0.2], [0.1, -0.3, 0.1], [0.0, -0.1, -0.2], [0.1, -0.1, 0.0], [-0.1, 0.3, 0.2], [-0.2, 0.0, 0.4], [-0.2, -0.2, 0.3], [0.5, 0.1, -0.8]]
}

Entry 4:
{
  "formula": "C4H13NO2",
  "method": "wB97M-V/def2-TZVPD",
  "total_charge": 1,
  "spin_multiplicity": 2,
  "elements": ["C", "C", "N", "C", "C", "O", "H", "H", "H", "H", "H", "H", "H", "H", "H", "H", "H", "H", "H", "O"],
  "xyz": [[-0.034, -1.633, 1.150], [0.905, -0.503, 1.497], [1.510, 0.145, 0.361], [0.938, 0.049, -1.032], [0.820, 1.462, -1.688], [2.043, 2.237, -1.282], [0.211, -2.117, 0.128], [-1.103, -1.316, 1.035], [0.037, -2.441, 1.959], [1.692, -0.779, 2.222], [0.330, 0.232, 2.014], [1.782, 1.032, 0.462], [-0.024, -0.372, -0.985], [1.602, -0.437, -1.642], [0.550, 1.359, -2.793], [-0.012, 2.065, -1.139], [2.737, 1.927, -1.881], [-4.847, 0.437, 0.686], [-4.842, -1.061, 0.467], [-4.296, -0.287, 0.461]],
  "atomic_forces_ev_per_a": [[-0.4, -2.3, -0.8], [0.5, -1.0, -0.6], [-3.7, -3.5, -2.1], [-0.1, 2.6, 1.7], [-0.4, 1.9, 2.2], [-1.6, -1.6, -1.6], [-0.1, 0.5, 1.9], [0.9, -0.1, 0.4], [-0.3, 1.2, -1.3], [0.0, 0.0, -0.3], [-0.3, 1.2, 0.6], [2.5, 4.5, 1.0], [-1.0, -1.0, 0.0], [1.7, -2.0, -1.3], [0.8, 0.3, 1.5], [1.3, -1.1, -1.3], [0.2, 0.4, 0.1], [-0.9, 1.0, 0.3], [-0.5, -0.6, 0.0], [1.5, -0.4, -0.3]]
}

Entry 5:
{
  "formula": "C4H13NO2",
  "method": "wB97M-V/def2-TZVPD",
  "total_charge": 1,
  "spin_multiplicity": 2,
  "elements": ["C", "C", "C", "C", "N", "H", "H", "H", "H", "H", "H", "H", "H", "H", "H", "H", "O", "H", "H", "O"],
  "xyz": [[0.516, 2.582, -1.703], [0.672, 1.609, -0.541], [-0.292, 0.448, -0.555], [-0.993, -0.862, 1.411], [-0.168, -0.435, 0.611], [1.386, 3.231, -1.727], [-0.318, 3.276, -1.575], [0.431, 2.070, -2.660], [1.712, 1.295, -0.429], [0.506, 2.157, 0.402], [-1.325, 0.827, -0.480], [-0.270, -0.190, -1.445], [-2.077, -0.751, 1.265], [-0.737, -1.705, 2.066], [3.869, -0.192, 0.819], [3.125, -1.339, 0.114], [4.002, -1.034, 0.367], [-3.621, -2.690, 0.795], [-4.665, -1.596, 0.532], [-3.749, -1.842, 0.353]],
  "atomic_forces_ev_per_a": [[0.0, 0.1, 0.0], [0.4, 0.8, 1.1], [0.4, -0.2, -0.3], [0.1, -2.2, 0.3], [-1.1, 1.3, -0.9], [0.2, -0.1, -0.1], [-0.2, -0.4, 0.0], [0.0, 0.1, 0.0], [-0.1, -0.4, -0.4], [-0.1, -0.1, -0.2], [0.0, -0.1, 0.2], [0.3, 0.1, 0.1], [-0.3, 0.6, 0.0], [0.3, 0.5, 0.4], [0.1, -0.1, 0.0], [0.1, 0.0, 0.0], [-0.2, 0.1, 0.0], [-0.2, -0.1, -0.1], [0.0, 0.0, 0.0], [0.3, 0.2, 0.3]]
}

Entry 6:
{
  "formula": "C4H13NO2S",
  "method": "wB97M-V/def2-TZVPD",
  "total_charge": 0,
  "spin_multiplicity": 1,
  "smiles": "OCNCCCS.O",
  "elements": ["C", "N", "C", "O", "C", "C", "S", "H", "H", "H", "H", "H", "H", "H", "H", "H", "H", "H", "H", "H", "O"],
  "xyz": [[-0.449, -0.645, -1.361], [-0.855, -1.081, -0.021], [-0.402, -2.314, 0.458], [0.912, -2.082, 1.134], [-0.059, 0.874, -1.173], [-1.038, 2.006, -0.925], [-0.889, 2.588, 0.868], [-1.228, -0.655, -2.158], [0.421, -1.194, -1.677], [-1.692, -0.670, 0.345], [-0.988, -2.760, 1.297], [-0.125, -3.258, -0.049], [1.450, -1.613, 0.496], [0.823, 0.892, -0.541], [0.477, 1.014, -2.127], [-0.684, 2.811, -1.557], [-2.106, 1.864, -1.025], [-0.321, 1.532, 1.477], [1.843, 0.932, 2.847], [2.603, 0.477, 1.624], [2.306, 1.282, 2.068]],
  "atomic_forces_ev_per_a": [[-1.4, 2.7, 1.6], [-0.3, -1.5, -1.8], [1.5, -1.0, 3.1], [-0.4, -0.2, 0.3], [1.6, -1.9, -2.5], [0.8, -0.1, 1.8], [-0.3, 0.4, -0.4], [0.3, -0.6, 0.5], [0.3, -0.2, -0.1], [-0.2, -0.2, 0.1], [-0.1, 1.0, -0.5], [-0.8, 1.0, -1.6], [0.2, 0.1, -0.2], [-0.3, 0.2, 0.8], [-0.5, 0.7, -0.3], [-0.4, 0.5, 0.2], [0.0, -0.5, -0.6], [0.0, -0.1, -0.5], [0.2, 0.2, -0.3], [0.0, 0.1, 0.1], [-0.2, -0.4, 0.3]]
}

Entry 7:
{
  "formula": "C4H13NO3",
  "method": "wB97M-V/def2-TZVPD",
  "total_charge": 0,
  "spin_multiplicity": 1,
  "smiles": "C=C/C=C/N.O.O.O",
  "elements": ["N", "C", "C", "C", "C", "H", "H", "H", "H", "H", "H", "H", "H", "H", "O", "H", "H", "O", "H", "H", "O"],
  "xyz": [[-0.013, -0.333, 0.536], [0.121, -1.392, -0.381], [-0.540, -2.530, -0.285], [-0.703, -3.740, -1.085], [-1.647, -3.828, -2.030], [0.501, 0.513, 0.567], [-0.042, -0.618, 1.538], [0.864, -1.329, -1.197], [-1.145, -2.624, 0.610], [0.289, -4.354, -0.962], [-1.683, -4.473, -2.912], [-2.424, -3.239, -2.004], [1.313, 3.659, 0.815], [-0.033, 2.718, 1.120], [0.813, 2.692, 0.738], [-1.709, 4.295, 0.385], [-2.346, 5.789, 0.398], [-1.800, 5.117, 0.859], [3.679, 0.743, 1.528], [2.775, 1.497, 0.777], [3.728, 1.436, 0.984]],
  "atomic_forces_ev_per_a": [[-0.6, -1.0, 2.3], [1.4, 0.1, -1.1], [-1.9, -0.1, 2.2], [3.2, -0.3, -1.6], [4.1, -3.4, -0.1], [0.9, 0.4, -1.2], [-0.4, -0.1, -1.3], [-0.6, 0.6, 0.3], [-0.3, 0.4, 0.5], [-2.3, 0.3, -0.9], [0.4, -0.6, 0.8], [-3.8, 3.6, 0.2], [-2.5, -3.8, -0.1], [-1.6, 0.6, 1.0], [4.1, 3.1, -0.9], [-0.4, 0.1, -0.7], [0.6, -1.2, 0.1], [-0.1, 1.1, 0.6], [0.5, -4.4, 3.6], [0.5, 0.6, -0.3], [-1.1, 3.8, -3.3]]
}

Entry 8:
{
  "formula": "C4H13NO3",
  "method": "wB97M-V/def2-TZVPD",
  "total_charge": 0,
  "spin_multiplicity": 1,
  "smiles": "OCCCNCO.O",
  "elements": ["C", "C", "C", "O", "N", "C", "O", "H", "H", "H", "H", "H", "H", "H", "H", "H", "H", "H", "H", "H", "O"],
  "xyz": [[-0.324, -0.257, -0.283], [0.578, -0.446, -1.478], [1.389, -1.716, -1.534], [0.725, -2.889, -1.566], [0.361, 0.442, 0.886], [-0.421, 0.377, 2.139], [-1.721, 0.854, 1.758], [-1.170, 0.377, -0.531], [-0.631, -1.302, -0.054], [1.165, 0.441, -1.690], [-0.013, -0.504, -2.402], [1.857, -1.802, -2.513], [2.213, -1.838, -0.731], [-0.315, -2.713, -1.524], [1.295, 0.029, 1.193], [-0.536, -0.746, 2.256], [0.066, 0.801, 2.948], [-1.463, 1.841, 1.342], [-0.078, 2.705, 0.848], [-0.187, 2.690, -0.740], [-0.512, 3.182, 0.099]],
  "atomic_forces_ev_per_a": [[1.1, -0.2, 1.2], [-0.2, 0.3, -0.9], [3.4, 1.0, 0.2], [-6.2, -2.0, 1.0], [1.9, -0.5, 0.5], [-2.4, -3.6, -4.3], [1.9, 4.0, -0.1], [-0.2, -0.3, 0.0], [-0.5, 0.7, 0.6], [0.6, 0.1, 0.3], [-0.5, 0.0, 0.3], [1.0, 1.2, -0.1], [-1.1, 0.7, -1.0], [3.4, -0.7, -0.1], [-1.4, 0.5, -1.4], [-0.4, 1.2, 0.9], [0.8, 1.3, 1.5], [-1.6, -3.6, 1.3], [0.2, 0.4, -1.3], [-0.7, 1.1, 2.4], [0.8, -1.3, -1.1]]
}

Entry 9:
{
  "formula": "C4H13NO3",
  "method": "wB97M-V/def2-TZVPD",
  "total_charge": 0,
  "spin_multiplicity": 1,
  "elements": ["O", "C", "C", "C", "C", "N", "H", "H", "H", "H", "H", "H", "H", "H", "H", "H", "H", "O", "H", "H", "O"],
  "xyz": [[-1.304, 1.695, -0.467], [-0.503, 1.476, -1.621], [-0.151, 0.233, -1.899], [0.768, -0.493, -0.937], [1.804, 0.365, -0.210], [2.412, -0.500, 0.763], [-3.105, 0.148, -1.193], [-2.734, -0.431, -0.919], [-0.531, -0.539, -2.577], [1.311, -1.279, -1.458], [0.114, -0.947, -0.154], [2.450, 0.712, -1.033], [1.132, 1.282, 0.101], [3.167, 0.000, 1.209], [1.625, -0.860, 1.361], [-2.209, 1.859, -0.785], [-1.664, 0.835, 1.332], [-1.976, 0.027, 1.778], [-1.075, -0.413, 1.981], [0.262, -1.913, 2.733], [0.206, -1.257, 1.994]],
  "atomic_forces_ev_per_a": [[1.6, 1.0, -3.1], [-1.8, -1.1, 3.2], [0.2, -1.6, 0.8], [1.1, 0.0, -0.4], [-1.5, 0.5, -0.5], [-0.1, 1.4, -1.4], [-0.2, -0.1, -0.2], [0.0, -0.1, 0.2], [-0.1, 1.1, -0.6], [-0.3, -0.3, -0.1], [-0.4, 0.0, 0.1], [0.3, 0.2, 0.7], [1.3, -0.9, 0.2], [0.0, -0.3, 0.4], [0.1, -0.1, 0.8], [-0.1, 0.2, 0.3], [-0.4, -0.5, 0.5], [0.5, 0.9, -0.5], [-0.3, -0.6, 0.1], [-0.1, 0.8, -1.1], [0.2, -0.7, 0.6]]
}

Entry 10:
{
  "formula": "C4H13NO6",
  "method": "wB97M-V/def2-TZVPD",
  "total_charge": 0,
  "spin_multiplicity": 1,
  "smiles": "C[C@@H](C=O)NC(=O)O.O.O.O",
  "elements": ["O", "C", "C", "C", "N", "C", "O", "O", "H", "H", "H", "H", "H", "H", "H", "H", "H", "O", "H", "H", "O", "H", "H", "O"],
  "xyz": [[0.214, -2.810, -0.538], [-0.387, -1.767, -0.592], [-0.144, -0.755, 0.552], [-1.308, 0.067, 1.048], [0.865, 0.250, 0.019], [0.409, 1.245, -0.747], [1.218, 2.400, -0.668], [-0.516, 1.313, -1.533], [-0.951, -1.470, -1.469], [0.340, -1.290, 1.452], [-1.087, 0.613, 1.976], [-2.228, -0.412, 1.349], [-1.680, 0.781, 0.354], [1.630, 0.366, 0.644], [0.928, 3.272, -1.146], [3.438, -0.322, -0.529], [3.206, 0.711, -1.575], [3.302, -0.260, -1.487], [0.954, -2.282, 3.864], [0.205, -2.948, 2.762], [0.109, -2.217, 3.407], [-2.304, 2.012, -1.840], [-3.076, 1.421, -2.999], [-3.137, 2.082, -2.305]],
  "atomic_forces_ev_per_a": [[-0.5, -0.2, -0.2], [1.4, 0.0, 1.3], [0.5, 0.4, 0.4], [-1.0, 0.2, 1.4], [-1.5, -1.3, 0.5], [0.8, 3.8, -1.9], [0.3, 0.8, 0.2], [-0.1, -1.4, 0.8], [-0.5, 0.2, -0.3], [-0.7, 0.8, -1.8], [0.6, -0.1, -0.3], [-0.1, -1.2, -0.1], [0.1, 0.6, -0.8], [0.4, 0.7, 0.0], [0.0, -3.1, 0.9], [0.1, -0.4, -0.3], [0.0, -0.6, -0.3], [0.2, 1.0, 0.5], [0.0, 0.2, 0.3], [-0.4, 0.4, 0.4], [0.4, -0.8, -0.6], [0.5, -0.1, 0.1], [0.0, 0.0, 0.0], [-0.6, 0.1, -0.1]]
}

Energy above the lowest of the compared OMol25 structures with the same formula, charge and spin values, unit kcal per mole, following the record order: 27.7 13.6 22.5 44.3 48.6 43.3 98.7 79.0 238.0 48.8.